No. 1
Entry from OMol25: 3 unconnected molecules or ions with the total composition C2H10N2O3 at a distorted geometry (ωB97M-V/def2-TZVPD).

Structure (XYZ):
```
17
Properties=species:S:1:pos:R:3
C -1.828 0.718 -0.600
N -1.614 -0.747 -0.573
C -0.347 -1.174 -0.232
N -0.177 -2.498 -0.729
O 0.473 -0.468 0.307
H -0.838 1.155 -0.586
H -2.419 1.011 0.258
H -2.435 1.030 -1.470
H -2.048 -1.280 -1.303
H -1.081 -2.950 -0.729
H 0.422 -3.154 -0.243
O -0.024 2.769 0.920
H 0.603 3.343 0.453
H 0.443 1.921 0.841
O 3.908 -0.007 0.977
H 2.973 0.160 0.800
H 3.989 0.171 1.908
```

Net charge: 0
E_LUMO, eV: 0.7
Total energy, Eh: -417.452962
Structure (SMILES): CNC(N)=O.O.O
Gap between HOMO and LUMO, Eh: 0.3933
HOMO level, eV: -10.0463
Energy relative to the best compared isomer or geometry (same formula, charge and spin), kcal/mol: 12.91

No. 2
Entry from OMol25: 2 unconnected molecules or ions with the total composition C4H12O2S at a distorted geometry (ωB97M-V/def2-TZVPD).

Structure (XYZ):
```
19
Properties=species:S:1:pos:R:3
O -0.800 1.676 0.857
C 0.280 0.776 0.955
C 0.070 -0.311 -0.097
C 1.239 -1.285 -0.214
C 1.199 -1.916 -1.622
S 2.605 -2.922 -2.263
H -0.648 2.381 1.455
H 1.224 1.324 0.823
H 0.368 0.229 1.910
H -0.189 0.209 -1.026
H -0.880 -0.799 0.140
H 1.118 -2.101 0.511
H 2.240 -0.939 0.050
H 0.304 -2.525 -1.782
H 0.971 -1.073 -2.275
H 3.456 -1.975 -1.916
O -4.064 3.231 1.853
H -4.848 3.467 1.331
H -3.643 2.552 1.311
```

Net charge: 0
E_LUMO, eV: 0.8
Total energy, Eh: -708.240520
Structure (SMILES): OCCCCS.O
Gap between HOMO and LUMO, Eh: 0.3638
HOMO level, eV: -9.1327
Energy relative to the best compared isomer or geometry (same formula, charge and spin), kcal/mol: 11.53

No. 3
Entry from OMol25: a molecular structure, C4H5N2 at a distorted geometry (ωB97M-V/def2-TZVPD).

Structure (XYZ):
```
11
Properties=species:S:1:pos:R:3
C -0.106 0.611 -1.482
C -0.843 -0.125 -2.273
C 0.578 0.403 1.476
C -0.439 -0.605 1.455
N -1.429 -0.867 -3.050
N -0.126 -0.102 0.275
H 0.028 1.694 -1.184
H 0.603 1.408 1.865
H 1.534 -0.014 1.502
H -1.296 -1.260 1.723
H -0.814 -1.568 -3.558
```

Net charge: +1
E_LUMO, eV: -5.9
Total energy, Eh: -264.435779
Gap between HOMO and LUMO, Eh: 0.3279
HOMO level, eV: -14.8593
Energy relative to the best compared isomer or geometry (same formula, charge and spin), kcal/mol: 112.71

No. 4
Entry from OMol25: 2 unconnected molecules or ions with the total composition C3H8O at a distorted geometry (ωB97M-V/def2-TZVPD).

Structure (XYZ):
```
12
Properties=species:S:1:pos:R:3
C 0.416 0.165 1.769
C -0.394 -0.700 1.153
C 0.057 -1.731 0.162
H 0.028 0.898 2.485
H 1.495 0.166 1.573
H -1.468 -0.666 1.378
H 1.149 -1.672 0.016
H -0.437 -1.570 -0.811
H -0.195 -2.743 0.521
O -0.232 2.351 -3.048
H -0.178 2.169 -2.083
H -0.242 3.333 -3.115
```

Net charge: 0
E_LUMO, eV: 0.9
Total energy, Eh: -194.308365
Structure (SMILES): C=CC.O
Gap between HOMO and LUMO, Eh: 0.3892
HOMO level, eV: -9.7318
Energy relative to the best compared isomer or geometry (same formula, charge and spin), kcal/mol: 17.31

No. 5
Entry from OMol25: a molecular structure, C17H50CuO10S8 at a distorted geometry (ωB97M-V/def2-TZVPD).

Structure (XYZ):
```
86
Properties=species:S:1:pos:R:3
Cu -0.404 -0.086 -0.165
O 1.759 -0.792 -1.142
S 3.010 -0.111 -1.502
O 3.333 1.302 -1.223
O 4.405 -1.017 -1.133
C 5.734 -0.432 -1.154
C 6.023 -0.426 0.393
C 3.264 -0.224 -3.390
H 5.547 0.576 -1.524
H 6.404 -1.046 -1.756
H 7.014 -0.063 0.668
H 6.023 -1.371 0.936
H 5.289 0.146 0.961
H 2.286 -0.306 -3.865
H 3.979 -1.031 -3.549
H 3.831 0.625 -3.771
C 1.514 4.116 -1.362
S -0.152 3.273 -1.694
O -0.264 2.139 -0.674
C -1.356 4.440 -1.107
H 1.541 4.306 -0.289
H 1.470 5.103 -1.823
H 2.449 3.673 -1.707
H -2.304 4.259 -1.613
H -1.116 5.466 -1.385
H -1.418 4.450 -0.018
C -4.503 0.959 2.184
S -3.192 1.892 1.273
O -2.342 0.913 0.426
C -4.497 2.613 0.265
H -5.247 0.528 1.514
H -5.054 1.513 2.944
H -3.954 0.248 2.800
H -4.753 1.786 -0.398
H -4.055 3.312 -0.445
H -5.391 3.003 0.750
C 3.302 -2.231 1.609
S 1.521 -2.731 1.380
O 0.764 -1.529 0.864
C 1.691 -3.808 -0.165
H 3.315 -1.174 1.875
H 3.781 -2.480 0.661
H 3.630 -2.849 2.445
H 2.448 -4.540 0.116
H 2.067 -3.149 -0.947
H 0.710 -4.200 -0.434
C -1.850 0.195 -4.612
S -0.287 -0.119 -3.577
O -0.746 -0.216 -2.124
C 0.107 -1.827 -4.182
H -2.577 -0.606 -4.474
H -1.463 0.011 -5.614
H -2.203 1.225 -4.564
H -0.748 -2.340 -3.743
H 1.025 -2.308 -3.844
H 0.004 -1.764 -5.266
C -3.779 -0.835 -1.545
S -2.819 -2.383 -1.200
O -1.741 -2.038 -0.243
C -4.063 -3.228 -0.119
H -4.592 -0.989 -2.255
H -3.112 -0.119 -2.025
H -4.183 -0.489 -0.594
H -4.209 -2.455 0.635
H -3.717 -4.163 0.321
H -4.970 -3.365 -0.708
C -2.327 -2.895 2.891
S -1.268 -1.439 3.512
O -1.225 -0.325 2.419
C -2.347 -0.987 5.004
H -1.979 -3.316 1.948
H -3.259 -2.400 2.619
H -2.535 -3.601 3.695
H -2.729 -1.800 5.622
H -3.251 -0.453 4.712
H -1.634 -0.519 5.683
C 3.111 2.651 2.086
S 1.283 2.262 1.820
O 1.204 1.039 0.872
C 1.091 1.577 3.518
H 3.797 1.941 2.549
H 3.116 3.632 2.560
H 3.420 2.846 1.059
H 0.028 1.496 3.747
H 1.561 2.331 4.150
H 1.770 0.728 3.440
```

Net charge: +3
E_LUMO (alpha / beta), eV: -6.5 / -11.9
Total energy, Eh: -6254.787876
2S+1: 3
Gap between HOMO and LUMO (alpha / beta), Eh: 0.3511 / 0.1501
⟨S²⟩: 2.01
HOMO level (alpha / beta), eV: -16.0368 / -15.9815
Energy relative to the best compared isomer or geometry (same formula, charge and spin), kcal/mol: 0.00

No. 6
Entry from OMol25: a molecular structure, C19H16Br2ClN5S2Sn (ωB97M-V/def2-TZVPD).

Structure (XYZ):
```
46
Properties=species:S:1:pos:R:3
Sn 0.564 -0.321 -0.246
C 5.656 -2.834 -0.773
S 4.727 -3.182 0.747
C 3.183 -2.410 0.265
S 3.179 -0.703 0.091
N 2.211 -3.255 0.122
N 0.989 -2.736 -0.249
C 0.114 -3.644 -0.447
C -1.260 -3.370 -0.869
C -2.081 -4.430 -1.249
C -3.371 -4.160 -1.669
C -3.802 -2.844 -1.703
C -2.912 -1.853 -1.312
N -1.680 -2.106 -0.896
H 6.691 -3.108 -0.578
H 5.593 -1.774 -1.006
H 5.261 -3.434 -1.590
H 0.416 -4.682 -0.320
H -1.700 -5.442 -1.218
H -4.030 -4.964 -1.974
H -4.804 -2.588 -2.018
H -3.202 -0.807 -1.337
Br 2.506 6.849 0.128
C 1.975 5.040 0.218
C 2.921 4.037 0.263
C 2.457 2.733 0.320
N 1.167 2.405 0.347
C 0.258 3.385 0.333
C 0.631 4.725 0.254
C -1.179 2.998 0.473
C -2.210 3.887 0.175
C -3.510 3.479 0.399
Br -4.939 4.646 -0.009
C -3.770 2.224 0.913
C -2.680 1.401 1.151
N -1.421 1.768 0.928
H 3.980 4.255 0.254
H 3.160 1.908 0.337
H -0.103 5.516 0.254
H -2.021 4.867 -0.235
H -4.779 1.893 1.113
H -2.815 0.398 1.544
Cl -1.182 -1.690 2.298
C 0.343 -0.788 1.943
H 1.156 -1.414 2.300
H 0.309 0.127 2.530
```

Net charge: 0
E_LUMO, eV: -0.5
Total energy, Eh: -7626.299139
Gap between HOMO and LUMO, Eh: 0.2469
HOMO level, eV: -7.2207

No. 7
Entry from OMol25: 2 unconnected molecules or ions with the total composition C5H8O at a distorted geometry (ωB97M-V/def2-TZVPD).

Structure (XYZ):
```
14
Properties=species:S:1:pos:R:3
C -1.643 0.507 -0.002
C -0.381 -0.267 -0.093
C 0.837 0.103 -0.627
C 1.735 -0.924 -0.378
O 1.184 -1.954 0.264
C -0.206 -1.645 0.459
H -2.434 0.089 -0.641
H -1.482 1.547 -0.296
H -2.030 0.498 1.026
H 1.071 1.032 -1.131
H 1.810 6.266 0.672
H 2.790 -1.018 -0.603
H -0.434 -1.735 1.530
H -0.790 -2.411 -0.074
```

Net charge: 0
E_LUMO (alpha / beta), eV: 0.8 / 1.0
Total energy, Eh: -270.383789
Gap between HOMO and LUMO (alpha / beta), Eh: 0.3857 / 0.2635
HOMO level (alpha / beta), eV: -9.6560 / -6.1577
Energy relative to the best compared isomer or geometry (same formula, charge and spin), kcal/mol: 109.25

No. 8
Entry from OMol25: a single C3H7N3O2 molecule at a distorted geometry (ωB97M-V/def2-TZVPD).

Structure (XYZ):
```
15
Properties=species:S:1:pos:R:3
N -1.594 1.110 0.108
N -1.854 -0.066 -0.843
C -1.348 -1.269 -0.674
O -0.698 -1.629 0.369
C 0.392 -0.723 0.787
C 1.579 -0.182 -0.027
N 1.808 1.195 -0.289
O 2.221 -1.215 -0.610
H -2.087 0.967 1.058
H -2.150 1.832 -0.191
H -1.240 -2.148 -1.409
H 1.010 -1.338 1.657
H -0.078 0.335 1.046
H 1.066 1.927 -0.360
H 2.973 1.205 -0.622
```

Net charge: 0
E_LUMO, eV: 0.6
Total energy, Eh: -433.070866
Structure (SMILES): N/N=C\OCC(N)=O
Gap between HOMO and LUMO, Eh: 0.3690
HOMO level, eV: -9.4423
Energy relative to the best compared isomer or geometry (same formula, charge and spin), kcal/mol: 158.07